# 1
This record from the Open Molecules 2025 dataset describes the molecule C3H3NO2. The level of theory is wB97M-V/def2-TZVPD.

The geometry in XYZ format:
```
9
Properties=species:S:1:pos:R:3:forces:R:3:lowdin_charge:R:1
O 2.252 -0.224 0.425 -0.2310 -0.1474 0.3201 0.04
C 1.052 -0.388 0.351 0.2615 -0.1558 -0.0372 -0.53
N 0.359 -1.561 0.517 0.4137 0.2122 0.0907 0.12
O -0.983 -1.223 0.247 -0.4030 0.3860 -0.1672 0.02
C -1.175 -0.036 -0.151 0.2140 -0.2179 0.1466 -0.05
C 0.089 0.691 -0.194 0.0592 -0.0341 0.0162 -0.03
H 0.560 0.789 -1.178 -0.6250 0.1937 -0.3316 0.15
H -2.212 0.265 -0.272 0.1976 -0.0138 -0.1124 0.15
H 0.058 1.687 0.255 0.1129 -0.2228 0.0748 0.14
```
Positions in Å, forces in eV/Å.

The calculation puts the total energy at -8741.143 eV. The value obtained for the energy above the lowest of the compared OMol25 structures with the same formula, charge and spin is 3.988 eV. As for the total charge: 0. As for the HOMO-LUMO gap (alpha / beta): 8.175 / 8.174 eV. The calculation puts the HOMO energy (alpha / beta) at -9.17 / -9.16 eV.


# 2
This record from the Open Molecules 2025 dataset describes a 2-piece molecular cluster, C4H9O3 overall at a distorted geometry. The level of theory is wB97M-V/def2-TZVPD.

The geometry in XYZ format:
```
16
Properties=species:S:1:pos:R:3:forces:R:3:lowdin_charge:R:1
C -1.750 -0.841 -0.559 0.0150 -0.3305 -0.4767 -0.21
C -1.518 0.307 0.395 -0.9051 0.7409 0.7620 -0.14
C -1.249 -0.557 -2.012 -0.7102 -0.5626 -0.0738 -0.77
O -0.251 0.181 -2.124 0.2542 0.1661 0.1423 -0.09
O -1.910 -1.135 -2.909 0.2304 0.1354 0.0579 -0.11
H -1.243 -1.765 -0.235 0.3043 0.3574 0.1360 0.10
H -2.791 -1.186 -0.567 -0.0398 0.5020 -0.2358 0.09
H -2.206 0.243 1.258 0.6314 -0.3573 0.2103 0.06
H -1.755 1.323 0.054 -0.1222 -0.3549 -0.8496 0.07
H -0.487 0.427 0.684 0.3821 -0.3065 0.4171 0.03
C 2.637 0.433 0.626 1.4769 1.0342 1.5964 -0.11
O 2.550 1.041 1.952 -0.3249 -0.5266 -0.1746 -0.16
H 1.851 0.568 2.422 0.2267 0.2063 -0.0792 0.06
H 3.020 1.240 0.010 -0.3901 -0.1104 -0.4839 0.08
H 3.410 -0.335 0.657 -0.1489 -0.2895 -0.1175 0.07
H 1.692 0.055 0.347 -0.8797 -0.3039 -0.8311 0.05
```
Positions in Å, forces in eV/Å.

The calculation puts the total energy at -10437.295 eV. The value obtained for the energy above the lowest of the compared OMol25 structures with the same formula, charge and spin is 1.170 eV. As for the total charge: -1. As for the HOMO-LUMO gap: 7.303 eV. The calculation puts the HOMO energy at -3.88 eV.


# 3
This record from the Open Molecules 2025 dataset describes the molecule CH3INOP at a distorted geometry. The level of theory is wB97M-V/def2-TZVPD.

The geometry in XYZ format:
```
8
Properties=species:S:1:pos:R:3:forces:R:3:lowdin_charge:R:1
C -1.287 0.373 -0.484 2.6254 0.1797 2.3671 -0.91
N -0.017 -0.438 0.258 -2.1730 3.2509 -2.7292 -0.35
O -1.206 1.445 -1.011 0.4974 -2.5043 0.6348 -0.05
P 1.453 0.482 0.092 -0.2416 0.7710 0.3001 0.74
I -3.159 -0.497 -0.045 0.1547 -0.2919 -0.1025 0.83
H -0.192 -1.113 0.964 -0.6885 -0.5035 0.3196 0.01
H 2.011 -0.310 -0.873 0.7465 -0.5872 -0.7032 -0.15
H 2.396 0.058 1.100 -0.9210 -0.3146 -0.0866 -0.12
```
Positions in Å, forces in eV/Å.

The calculation puts the total energy at -22011.077 eV. The value obtained for the energy above the lowest of the compared OMol25 structures with the same formula, charge and spin is 1.469 eV. As for the total charge: 0. As for the HOMO-LUMO gap: 9.024 eV. As for the SMILES: O=C(I)NP. The calculation puts the HOMO energy at -9.20 eV.


# 4
This record from the Open Molecules 2025 dataset describes a 2-piece molecular cluster, C3BrF5O overall at a distorted geometry. The level of theory is wB97M-V/def2-TZVPD.

The geometry in XYZ format:
```
10
Properties=species:S:1:pos:R:3:forces:R:3:lowdin_charge:R:1
C 1.085 -0.238 0.281 0.1165 0.3345 -0.9019 -0.62
C 1.233 1.131 -0.167 1.0010 -0.3967 -2.0920 -0.63
C -1.808 -0.827 -0.035 0.8019 -0.4275 0.1736 -0.40
O 1.074 0.826 1.153 0.0288 1.0305 1.2910 0.11
F 2.344 1.805 -0.622 -0.8244 -1.2876 1.4291 0.12
F 0.243 1.652 -0.844 -1.2017 0.8287 0.0469 0.17
F -1.855 -2.170 -0.041 -0.2397 1.1551 0.5565 0.12
F -2.305 -0.239 1.056 0.1320 -0.8639 -0.7785 0.14
F -2.352 -0.367 -1.132 -0.1192 0.1847 0.1054 0.16
Br 2.341 -1.575 0.349 0.3048 -0.5577 0.1699 0.84
```
Positions in Å, forces in eV/Å.

The calculation puts the total energy at -88783.295 eV. The value obtained for the energy above the lowest of the compared OMol25 structures with the same formula, charge and spin is 1.729 eV. As for the total charge: 0. As for the HOMO-LUMO gap (alpha / beta): 8.694 / 9.069 eV. The calculation puts the HOMO energy (alpha / beta) at -10.04 / -9.63 eV.